46
Properties=species:S:1:pos:R:3 method="wB97M-V/def2-TZVPD" homo_lumo_gap_ev=3.53 de_lowest_kcal_mol=330.4 total_charge=-2 lumo_energy_ev=4.1
C 2.47423 -0.51657 -1.92086
C 3.43133 -1.57372 -2.41616
O 4.48454 -1.73450 -1.54185
H 3.04273 0.34555 -1.57206
H 1.95728 -0.93582 -1.05767
H 1.71396 -0.27128 -2.66243
H 3.70462 -1.35323 -3.44805
H 3.02081 -2.57823 -2.51886
N 1.43229 -0.23042 1.31082
O 2.22235 -0.36185 2.23179
O 1.88553 -0.42655 0.14319
O 0.33096 0.18486 1.56443
Br -2.22122 -2.29976 3.24878
C -1.08331 -0.69383 2.83929
C -1.48324 0.46362 3.72553
Br -0.58796 0.46685 5.40905
H -1.34912 -0.47146 1.80586
H -0.00847 -0.81754 2.97167
H -2.50117 0.16022 3.97020
H -1.52640 1.44988 3.26343
C 0.45425 -1.65167 -1.38006
C -0.79937 -1.85473 -0.43933
C -1.09505 -0.64984 0.41332
O -2.38435 -0.33881 0.18554
C -3.01150 -1.17339 -0.67229
O -4.22152 -1.17422 -0.94127
O -1.99650 -1.95161 -1.23719
H 1.34916 -1.94905 -0.83343
H 0.61371 -0.64414 -1.76419
H 0.56035 -2.26004 -2.27825
H -0.77346 -2.78792 0.12331
H -0.47428 0.23945 0.30421
H -0.87382 -0.90353 1.45005
C 1.02123 2.92480 -0.26992
C -0.05994 1.89476 -0.47597
C -1.49788 2.28435 0.03363
O -2.37667 1.62036 -0.84326
C -1.73790 1.31725 -1.99749
O -2.15518 0.67170 -2.89402
O -0.40601 1.59872 -1.85366
H 0.98397 3.30048 0.75262
H 0.72448 3.71732 -0.95691
H 1.99502 2.67613 -0.69180
H 0.30430 0.95267 -0.06624
H -1.45671 3.36740 -0.08211
H -1.62606 1.96736 1.06862

***

44
Properties=species:S:1:pos:R:3 method="wB97M-V/def2-TZVPD" homo_lumo_gap_ev=10.34 de_lowest_kcal_mol=0.0 total_charge=0 lumo_energy_ev=0.7
F 0.86879 4.30289 1.92368
C 0.94680 3.05871 2.44797
F 1.52898 3.13891 3.66856
C 1.79886 2.15100 1.56354
F 3.08077 2.57441 1.56952
F 1.76903 0.91587 2.14132
C 1.32674 1.96545 0.11859
O 1.89435 2.81290 -0.84854
C 1.39046 4.06901 -1.00077
F 0.20622 4.20182 -0.37157
F 1.18797 4.26765 -2.32125
C 2.38514 5.13077 -0.53319
F 2.75232 4.89973 0.74391
F 1.78366 6.34039 -0.59507
H -0.06001 2.64533 2.56198
H 1.64697 0.96965 -0.17666
H 0.23788 1.96179 0.05142
H 3.26922 5.12429 -1.17439
C -0.43274 0.02577 -3.11470
O -0.13414 -1.31803 -2.81063
C -0.23552 -1.63685 -1.44766
C -1.59664 -2.07488 -1.02866
N -2.58712 -1.02913 -1.26927
C -1.58571 -2.36065 0.45561
C -0.88120 -3.63893 0.83066
C -1.88737 -4.75179 1.09593
C -0.00913 -3.42657 2.04688
H -0.69809 0.58451 -2.23869
H -1.26707 0.03942 -3.78862
H 0.37824 0.52693 -3.60355
H 0.42564 -2.46276 -1.28054
H 0.12603 -0.83820 -0.82526
H -1.82065 -2.97638 -1.57723
H -3.49579 -1.44152 -1.13057
H -2.57609 -0.74403 -2.23842
H -2.61036 -2.38147 0.77003
H -1.13313 -1.50099 0.91606
H -0.24550 -3.99704 0.04187
H -1.42632 -5.52931 1.65798
H -2.74315 -4.38124 1.61009
H -2.20862 -5.14581 0.15520
H -0.52669 -2.87384 2.80699
H 0.83719 -2.83467 1.76289
H 0.31979 -4.36309 2.43456

***

46
Properties=species:S:1:pos:R:3 method="wB97M-V/def2-TZVPD" homo_lumo_gap_ev=10.70 de_lowest_kcal_mol=187.1 total_charge=0 lumo_energy_ev=0.5
O -7.30343 2.11542 -14.22993
C -7.59694 1.18623 -14.95392
O -8.77864 0.82087 -15.25985
C -8.75970 -0.33633 -16.04758
C -7.34097 -0.30422 -16.50364
F -7.27795 0.38921 -17.65431
O -6.69485 0.36317 -15.54092
H -9.13128 -1.17909 -15.46466
H -9.49592 -0.03600 -16.79316
H -6.93024 -1.31036 -16.58769
C -6.78072 -2.47312 -18.91936
O -7.59380 -1.44639 -19.35849
C -8.72601 -1.14185 -18.73201
O -9.08172 -1.59991 -17.63763
O -9.35018 -0.32065 -19.55344
C -10.52012 0.34662 -19.10645
H -7.41010 -3.15282 -18.34494
H -6.00790 -1.99018 -18.32135
H -6.33444 -2.94106 -19.79684
H -10.65908 1.25021 -19.70001
H -10.57890 0.53771 -18.03494
H -11.29030 -0.35829 -19.41954
C -12.03548 3.35373 -20.13759
O -10.61351 3.53155 -19.79434
C -10.08115 2.96980 -18.76693
O -10.61361 2.37268 -17.84651
O -8.76151 3.03620 -18.87582
C -7.92976 2.66410 -17.87626
H -12.46497 4.16074 -20.73120
H -12.56509 3.18245 -19.20042
H -12.25392 2.44277 -20.69486
H -8.36343 3.04647 -16.95224
H -6.96220 3.16587 -17.86382
H -7.80296 1.58948 -18.00746
C -12.54078 -1.84856 -18.69123
O -11.64489 -1.81752 -17.61300
C -11.85865 -0.89414 -16.57971
O -12.89099 -0.18125 -16.46732
O -10.79056 -0.94022 -15.76412
C -10.89211 -0.12318 -14.67609
H -13.56286 -1.79454 -18.31635
H -12.41617 -2.82220 -19.16517
H -12.31188 -1.13720 -19.48475
H -9.92872 0.32234 -14.42810
H -11.21291 -0.69576 -13.80583
H -11.56315 0.70765 -14.89410

***

49
Properties=species:S:1:pos:R:3 method="wB97M-V/def2-TZVPD" homo_lumo_gap_ev=5.63 de_lowest_kcal_mol=8.8 total_charge=-2 lumo_energy_ev=3.5
V -1.29498 0.83461 -0.25646
Se 2.00062 -4.27720 5.17720
Sb 0.20515 -3.36196 3.81915
Se -1.86613 2.89372 1.21041
Se -1.18950 -0.40458 1.44256
Se -1.84150 -4.56499 4.25152
C 3.13138 4.16738 1.54760
C 3.11474 2.69427 1.78447
C 3.58690 1.92273 2.82432
C 3.22961 0.59301 2.49063
N 2.60447 0.56041 1.32657
N 2.55360 1.83715 0.91212
C 3.39525 -0.66840 3.27197
H 3.66030 4.66871 2.35725
H 2.11687 4.56822 1.49954
H 3.62928 4.41451 0.60784
H 4.09988 2.27018 3.70680
H 2.03673 2.04611 0.06702
H 4.36968 -0.74575 3.75651
H 3.27102 -1.52570 2.61291
H 2.63701 -0.75221 4.05241
C -0.34137 2.11528 -3.51966
S 0.62080 1.35777 -2.23855
O 1.97831 1.29574 -2.69701
O -0.04321 0.05699 -1.94903
O 0.39327 2.17472 -1.01233
H 0.20667 2.98131 -3.88030
H -1.31229 2.39888 -3.12021
H -0.47364 1.37496 -4.30586
C -3.31367 -4.10056 0.48569
N -2.50304 -3.75455 -0.66490
C -1.12897 -3.90826 -0.70456
C -0.72859 -3.38897 -1.87986
N -1.87503 -2.94935 -2.51478
C -1.88664 -2.22884 -3.76562
C -2.99432 -3.11873 -1.75798
Se -3.15741 0.74639 -1.26763
H -3.10018 -5.11559 0.81882
H -4.35771 -4.01861 0.19658
H -3.12625 -3.42123 1.31528
H -0.56664 -4.33726 0.10725
H 0.25575 -3.26215 -2.29475
H -1.22297 -2.70802 -4.48861
H -1.57048 -1.20191 -3.60748
H -2.90593 -2.23239 -4.14576
I -1.26721 5.37917 -1.25305
C -2.61700 4.14459 -0.03892
H -3.17537 4.90469 0.49646
H -3.23728 3.64573 -0.77559

***

no.,HOMO level (Eh)
1,0.0205
2,-0.3550
3,-0.3733
4,-0.0783